Molecular formula: C4H8N2O2
Method: DFT, the ωB97M-V functional and the def2-TZVPD basis

CARTESIAN COORDINATES (ANGSTROEM)
C 2.63 0.04 -0.10
C 0.28 -0.21 -0.09
C -1.84 0.42 0.27
C -1.07 -0.79 0.43
H 2.63 0.51 1.20
H 3.40 -0.73 -0.07
H 2.88 0.63 -1.12
H -1.24 2.31 0.05
H -1.98 1.10 1.28
H -2.83 0.27 -0.28
H -0.77 -1.37 1.42
H -0.95 -2.06 -1.08
N 0.24 1.05 -0.56
N -1.12 1.39 -0.53
O 1.42 -0.93 -0.13
O -1.69 -1.63 -0.67

Output
E_HOMO   -8.246 eV
Gap between HOMO and LUMO   0.3289 Eh
E   -417.02906 a.u.
Energy above the lowest of the compared OMol25 structures with the same formula, charge and spin   6.1741 eV
2S+1   1

Löwdin atomic charge list, values in e, 4 entries: atom 1 (C): -0.05, atom 2 (C): -0.36, atom 3 (C): -0.23, atom 4 (C): -0.22

Molecular formula: C24H28BCaCl5N6O
Method: DFT, the ωB97M-V functional and the def2-TZVPD basis

CARTESIAN COORDINATES (ANGSTROEM)
Ca -0.04 1.25 -0.07
C 4.96 0.57 -2.53
C 4.51 0.90 -1.11
C 5.71 1.23 -0.22
C 3.70 -0.23 -0.52
C 4.13 -1.52 -0.16
C 2.98 -2.16 0.25
N 1.96 -1.30 0.14
N 2.40 -0.09 -0.33
B 0.46 -1.31 0.46
N 0.22 -0.72 1.90
C 0.53 -1.22 3.10
C 0.16 -0.30 4.07
C -0.38 0.78 3.37
N -0.33 0.53 2.06
C -0.95 2.08 3.87
C -1.04 2.08 5.39
C -0.12 3.27 3.36
N -0.34 -2.57 0.20
C -0.04 -3.89 0.31
C -1.13 -4.60 -0.10
C -2.08 -3.62 -0.47
N -1.60 -2.40 -0.28
C -3.47 -3.83 -1.03
C -3.81 -5.31 -1.11
C -3.61 -3.16 -2.40
H 5.41 1.45 -3.01
H 5.71 -0.23 -2.52
H 4.12 0.24 -3.14
H 3.86 1.77 -1.15
H 6.40 0.38 -0.17
H 6.26 2.09 -0.62
H 5.40 1.46 0.80
H 5.13 -1.93 -0.19
H 2.83 -3.17 0.61
H 0.04 -0.53 -0.33
H 0.97 -2.20 3.20
H 0.26 -0.41 5.14
H -1.95 2.18 3.46
H -0.05 2.01 5.84
H -1.49 3.01 5.74
H -1.65 1.25 5.75
H 0.93 3.16 3.66
H -0.17 3.36 2.28
H -0.50 4.20 3.78
H 0.92 -4.22 0.68
H -1.23 -5.68 -0.13
H -4.17 -3.34 -0.35
H -3.10 -5.84 -1.75
H -3.81 -5.78 -0.13
H -4.80 -5.45 -1.55
H -2.91 -3.60 -3.11
H -4.62 -3.29 -2.79
H -3.40 -2.09 -2.34
Cl -2.75 4.62 -6.00
C -2.28 4.11 -4.42
C -1.32 3.11 -4.27
Cl -0.60 2.38 -5.65
C -0.95 2.71 -2.99
Cl 0.26 1.44 -2.78
C -1.50 3.27 -1.83
O -1.13 2.87 -0.63
C -2.46 4.27 -2.01
Cl -3.16 4.96 -0.59
C -2.85 4.69 -3.28
Cl -4.03 5.93 -3.45

Output
E_HOMO   -8.405 eV
Gap between HOMO and LUMO   0.3156 Eh
E   -4338.72705 a.u.
Energy above the lowest of the compared OMol25 structures with the same formula, charge and spin   2.2649 eV
2S+1   1

Löwdin atomic charge list, values in e, 4 entries: atom 1 (Ca): 1.34, atom 2 (C): -0.06, atom 3 (C): -0.38, atom 4 (C): -0.07

Molecular formula: C11H25N3O3P2V
Method: DFT, the ωB97M-V functional and the def2-TZVPD basis

CARTESIAN COORDINATES (ANGSTROEM)
V 0.15 -0.99 0.29
P 1.35 0.14 2.10
P 1.86 0.09 -1.06
N -1.35 -0.17 1.28
N -1.00 -0.43 -1.23
H -3.42 0.34 0.78
H -2.88 -1.42 -1.39
H -3.14 -1.38 0.88
C -2.66 -0.44 0.58
H -2.98 0.35 -1.43
C -2.44 -0.49 -0.95
H -2.10 0.86 2.90
H -1.22 0.23 -3.19
C -1.22 0.55 2.36
C -0.50 0.02 -2.39
C 0.04 1.22 2.81
C 0.86 0.24 -2.53
H 0.18 1.45 3.90
H 1.25 0.60 -3.47
H 2.60 1.30 -0.99
H 2.89 -0.76 -1.55
H 2.47 1.01 1.93
H 1.65 -0.49 3.34
H -0.97 2.55 -1.39
C -0.29 3.13 -0.74
C 0.66 3.93 -1.64
C -1.17 4.01 0.19
O 0.59 2.18 -0.23
H 0.25 4.68 -2.33
H 1.32 4.49 -0.99
H 1.33 3.30 -2.23
H -1.93 3.38 0.68
H -0.58 4.52 0.97
H -1.70 4.77 -0.44
H -0.07 2.25 2.45
N 1.93 -5.14 -0.29
C 0.88 -4.84 0.74
C 0.58 -3.37 0.58
O -0.28 -2.79 1.33
O 1.25 -2.74 -0.30
H 1.59 -4.90 -1.23
H 2.19 -6.13 -0.28
H 2.79 -4.59 -0.10
H -0.01 -5.45 0.54
H 1.25 -5.09 1.74

Output
E_HOMO (alpha / beta)   -8.949 / -9.074 eV
Gap between HOMO and LUMO (alpha / beta)   0.2025 / 0.1758 Eh
E   -2450.46847 a.u.
Charge   +1
2S+1   5
Expectation value of S²   6.034

Löwdin atomic charge list, values in e, 4 entries: atom 1 (V): 0.40, atom 2 (P): 0.86, atom 3 (P): 0.80, atom 4 (N): -0.11

Molecular formula: C5H6ClF
Method: DFT, the ωB97M-V functional and the def2-TZVPD basis

CARTESIAN COORDINATES (ANGSTROEM)
C 1.79 -1.14 -0.77
C 1.26 -0.07 -0.25
C -0.81 0.86 1.16
C -1.53 0.82 -0.23
C 0.09 -0.23 0.66
F -0.31 -1.52 0.66
Cl -2.90 -0.13 -0.47
H 2.38 -1.07 -1.69
H 1.43 -2.16 -0.60
H 1.66 0.94 -0.49
H -0.13 1.75 1.21
H -1.53 0.53 1.92
H -1.40 1.42 -1.11

Output
E_HOMO (alpha / beta)   -7.331 / -7.523 eV
Gap between HOMO and LUMO (alpha / beta)   0.2820 / 0.2869 Eh
E   -754.03067 a.u.
Energy above the lowest of the compared OMol25 structures with the same formula, charge and spin   3.0165 eV
2S+1   1

Löwdin atomic charge list, values in e, 4 entries: atom 1 (C): -0.01, atom 2 (C): -0.15, atom 3 (C): -0.17, atom 4 (C): -0.60

Molecular formula: C22H64N8O10
Method: DFT, the ωB97M-V functional and the def2-TZVPD basis

CARTESIAN COORDINATES (ANGSTROEM)
N 3.28 15.88 -32.38
C 2.15 16.56 -32.47
N 1.27 15.94 -31.70
O 2.04 17.81 -32.99
H 4.00 16.40 -32.90
H 3.46 15.05 -31.87
H 0.40 16.41 -31.56
H 1.26 14.94 -31.50
N -3.82 14.78 -31.90
C -5.08 14.64 -32.05
N -5.59 14.93 -30.88
O -5.76 14.20 -33.20
H -3.28 14.50 -32.73
H -3.34 15.22 -31.09
H -6.62 14.86 -30.88
H -5.05 15.02 -29.96
N 2.18 18.62 -29.86
C 2.42 17.74 -28.90
N 2.37 16.50 -29.33
O 2.87 18.18 -27.64
H 1.94 19.61 -29.69
H 2.10 18.39 -30.78
H 2.56 15.79 -28.60
H 2.02 16.12 -30.19
N -2.36 15.80 -29.74
C -3.38 16.07 -28.92
N -4.13 15.08 -28.56
O -3.57 17.43 -28.51
H -1.68 16.58 -29.91
H -1.99 14.88 -29.89
H -4.72 15.45 -27.78
H -3.90 14.08 -28.69
C -1.04 14.06 -34.23
C -0.42 12.65 -34.03
C 1.11 12.60 -34.17
O -0.76 12.20 -32.90
H -2.17 14.24 -34.07
H -0.77 14.45 -35.26
H -0.61 14.80 -33.56
H -0.85 11.97 -34.78
H 1.52 13.24 -33.44
H 1.46 12.89 -35.17
H 1.52 11.59 -33.90
H -1.58 11.67 -32.99
C 2.29 21.76 -27.61
C 2.08 21.86 -29.13
C 3.38 21.35 -29.79
O 1.07 21.19 -29.51
H 1.39 22.09 -27.18
H 3.20 22.20 -27.16
H 2.43 20.70 -27.42
H 1.76 22.89 -29.24
H 3.79 20.53 -29.21
H 4.17 22.13 -29.81
H 3.29 21.04 -30.82
H 0.34 21.38 -28.99
C 0.35 18.17 -24.89
C -0.07 19.10 -26.05
C -0.60 18.51 -27.40
O -0.88 20.04 -25.78
H 0.87 18.81 -24.18
H 0.83 17.22 -25.18
H -0.63 17.89 -24.52
H 0.75 19.64 -26.46
H 0.09 17.72 -27.78
H -0.62 19.07 -28.28
H -1.58 18.03 -27.25
H -1.62 19.72 -25.34
C -0.72 19.60 -31.55
C -1.16 18.18 -31.18
C -1.42 17.40 -32.44
O -0.42 17.55 -30.45
H -1.20 20.29 -30.85
H -1.15 19.93 -32.51
H 0.32 19.79 -31.62
H -2.07 18.28 -30.71
H -2.40 17.68 -32.88
H -1.59 16.40 -32.26
H -0.69 17.41 -33.21
H 0.28 18.07 -30.04
C -7.66 18.83 -30.36
C -6.47 18.08 -29.96
C -5.56 17.93 -31.14
O -5.83 18.64 -29.05
H -8.21 18.48 -31.24
H -7.28 19.85 -30.66
H -8.36 18.78 -29.44
H -6.69 17.17 -29.50
H -5.11 18.95 -31.30
H -6.12 17.69 -32.00
H -4.81 17.14 -31.04
H -5.20 18.00 -28.68
C -2.64 22.42 -29.74
C -2.41 21.81 -28.34
C -3.17 20.52 -28.19
O -1.20 21.49 -28.06
H -2.88 23.46 -29.59
H -3.27 21.91 -30.48
H -1.67 22.52 -30.24
H -2.77 22.45 -27.54
H -2.67 19.80 -28.79
H -4.20 20.59 -28.38
H -3.18 20.30 -27.08
H -1.21 21.05 -27.26

Output
E_HOMO   -8.934 eV
Gap between HOMO and LUMO   0.3075 Eh
E   -2066.75476 a.u.
Structure (SMILES)   NC(N)=O.NC(N)=O.NC(N)=O.NC(N)=O.CC(C)O.CC(C)O.CC(C)O.CC(C)O.CC(C)O.CC(C)O
Energy above the lowest of the compared OMol25 structures with the same formula, charge and spin   12.1431 eV
2S+1   1

Löwdin atomic charge list, values in e, 4 entries: atom 1 (N): 0.17, atom 2 (C): -0.59, atom 3 (N): 0.12, atom 4 (O): -0.07